25
Properties=species:S:1:pos:R:3:forces:R:3:lowdin_spin:R:1 method="wB97M-V/def2-TZVPD" gap_ev="9.86 / 2.70" e_homo_ha="-0.4919 / -0.4918" spin_multiplicity=2 total_charge=+1 e_lumo_ev="-3.53 / -10.68"
C -3.0735 -3.2495 -1.2076 -0.4 0.2 0.1 0.002
Cl -3.6322 -3.0193 0.4702 0.3 0.0 0.3 0.132
Cl -4.2655 -2.4267 -2.2213 0.4 0.1 -0.2 0.021
Cl -2.9549 -4.9377 -1.6227 0.1 0.0 0.1 0.001
H -2.0881 -2.7857 -1.2515 -0.3 0.0 -0.3 0.000
C -1.9294 0.1160 -4.2631 0.5 -0.6 -0.4 0.000
Cl -3.1570 -0.2071 -5.5381 0.7 0.6 0.9 0.000
Cl -1.6264 1.8419 -3.8450 -0.4 -0.9 -0.5 0.000
Cl -0.3848 -0.7030 -4.7509 -0.6 0.5 0.1 0.001
H -2.2110 -0.4066 -3.3489 -0.3 0.3 -0.3 0.000
C 0.4600 -0.8990 -0.0869 -0.2 0.0 -1.3 0.001
Cl -0.7837 -1.0016 1.2079 0.1 0.2 -0.2 0.367
Cl -0.0335 0.1819 -1.4551 0.4 -0.7 1.6 0.007
Cl 0.7446 -2.5479 -0.7232 -0.2 0.8 0.6 0.069
H 1.3396 -0.5072 0.4240 0.0 -0.1 -0.4 0.003
C 5.0395 1.2008 2.3782 0.5 1.0 1.1 0.001
Cl 3.6917 0.2104 1.8923 -0.3 -0.4 -0.2 0.023
Cl 4.9102 1.6104 4.1711 0.1 -0.5 -1.4 0.003
Cl 5.1466 2.7133 1.4546 -0.1 -0.5 0.2 0.001
H 5.9445 0.6210 2.1969 -0.1 0.2 0.3 0.001
C -0.1099 2.9100 3.2406 -1.2 0.6 0.0 0.009
Cl -1.6234 3.2032 2.4091 -0.2 -0.1 -1.3 0.081
Cl 0.8525 1.6388 2.4319 -0.4 0.2 0.4 0.246
Cl -0.6652 2.5768 4.8560 1.1 -0.4 0.7 0.024
H 0.4091 3.8666 3.1812 0.5 -0.4 0.2 0.008

***

13
Properties=species:S:1:pos:R:3:forces:R:3:nbo_charge:R:1 method="wB97M-V/def2-TZVPD" gap_ev=8.88 e_homo_ha=-0.3483 total_charge=0 smiles="O=C1COC/C1=C/Cl" e_lumo_ev=-0.60
O 0.6121 2.2992 -0.1183 -0.4 -2.1 0.0 -0.518
C 0.0793 1.2061 -0.1563 -0.9 -1.4 -1.6 0.552
C -1.4689 0.9658 0.0147 2.2 1.0 3.0 -0.190
O -1.8493 -0.3826 -0.0935 -1.2 2.3 -2.0 -0.492
C -0.7187 -1.1331 -0.0773 2.6 -1.5 1.3 -0.096
C 0.5583 -0.2906 -0.3799 4.9 1.6 2.5 -0.178
C 1.9681 -0.6306 -0.0656 -4.3 1.0 -2.0 -0.114
Cl 3.5213 0.2247 -0.0350 -1.9 0.0 -0.1 0.041
H -1.9676 1.6908 -0.5872 -0.9 0.1 -0.3 0.223
H -1.4344 1.2228 1.1301 -1.0 0.2 -1.1 0.191
H -0.6434 -1.4184 0.9600 0.7 -0.4 0.8 0.175
H -0.8716 -2.0959 -0.5425 0.2 0.0 -1.0 0.209
H 2.2149 -1.6580 -0.0491 0.0 -1.0 0.3 0.194

***

14
Properties=species:S:1:pos:R:3:forces:R:3:nbo_charge:R:1 method="wB97M-V/def2-TZVPD" gap_ev="7.04 / 7.50" e_homo_ha="-0.3065 / -0.3069" total_charge=0 e_lumo_ev="-1.30 / -0.85"
C -1.3022 -1.2878 1.7621 0.9 1.1 0.2 0.238
C -0.4453 -0.1993 1.2296 0.2 -3.7 -3.1 0.319
C -0.3302 -0.7006 -0.9783 -2.3 3.7 4.1 -0.167
C 0.1387 0.4790 -1.6789 0.6 0.0 2.1 0.446
C 1.4346 0.9462 -1.0990 2.1 1.5 -2.8 -0.728
O -1.5729 -1.5502 2.9190 0.1 0.7 0.0 -0.524
O -0.4968 1.0126 -2.5292 -0.6 0.7 -1.5 -0.497
O -0.3610 0.9967 1.6303 -0.4 1.6 0.9 -0.623
Cl 0.0960 -2.1537 -1.3334 1.1 -3.8 -0.9 0.188
H -1.5685 -1.9020 0.9487 -0.6 -1.3 -1.0 0.128
H 2.1623 0.1493 -1.4097 -0.3 0.6 0.6 0.232
H 1.5570 1.1969 -0.0626 -0.5 -0.4 0.5 0.254
H 1.7466 1.8727 -1.6967 -0.4 -1.1 0.8 0.237
H -1.0582 1.1401 2.2980 0.1 0.4 0.1 0.497

***

12
Properties=species:S:1:pos:R:3:forces:R:3:nbo_charge:R:1 method="wB97M-V/def2-TZVPD" gap_ev=8.80 e_homo_ha=-0.3242 total_charge=0 e_lumo_ev=-0.03
C 1.7568 2.4497 0.3026 -0.3 1.2 -0.2 -0.109
C -0.2050 -1.4495 -2.6201 -0.7 -0.9 -1.6 -0.141
C 1.3966 1.3303 0.0368 0.3 -0.2 0.3 -0.565
C 0.0936 -0.9929 -1.5683 1.8 1.4 3.0 -0.509
C -1.5619 -0.2323 1.4017 1.3 -2.4 1.0 -0.810
Si 0.8018 -0.3736 0.0737 -3.9 -0.5 0.5 1.397
Cl 2.1199 -1.7135 0.8590 -0.1 0.2 -0.2 -0.329
H 1.9213 3.5226 0.4583 0.1 -1.2 -0.1 0.249
H -0.5334 -1.9262 -3.5093 0.0 0.1 -0.2 0.233
H -2.0778 0.2650 0.6502 -0.7 1.1 -1.5 0.177
H -2.1422 -1.2494 1.5755 1.8 1.8 -0.4 0.207
H -1.5696 0.3700 2.3399 0.5 -0.5 -0.8 0.199

***

16
Properties=species:S:1:pos:R:3:forces:R:3:lowdin_spin:R:1 method="wB97M-V/def2-TZVPD" gap_ev="7.84 / 5.10" e_homo_ha="-0.6376 / -0.6523" spin_multiplicity=7 total_charge=+2 e_lumo_ev="-9.51 / -12.65"
C -1.1001 0.7563 -1.1292 2.0 1.2 -0.8 0.013
C -1.0329 1.3489 0.2842 1.6 -1.1 0.8 0.010
O -2.3903 1.5557 0.6484 -2.1 0.2 0.1 0.039
C -3.2063 1.0350 -0.2728 8.2 -0.4 -0.5 0.076
O -2.5098 0.4748 -1.2658 -3.3 0.0 0.5 0.058
O -4.3984 0.9919 -0.1688 -4.0 -0.1 0.1 0.767
O -0.3791 -0.2719 -1.4304 1.4 -0.8 0.3 0.101
F -0.8750 1.7896 -2.0480 -0.3 -0.5 0.7 0.002
H -0.4865 2.2957 0.3227 -0.5 0.0 -0.2 0.005
Dy 1.7670 -1.2933 -1.6689 -1.8 0.9 0.1 5.747
H -0.4953 0.6415 1.0102 -1.3 0.8 -0.9 -0.001
C 2.8615 -2.2924 1.2848 -0.2 0.4 -0.4 -0.091
C 2.8587 -1.0744 0.7669 0.6 -0.6 0.2 -0.619
H 1.9408 -2.8587 1.4691 0.3 0.1 0.0 -0.018
H 3.8143 -2.7991 1.5011 -0.2 0.2 0.2 -0.034
H 3.6315 -0.2996 0.6967 -0.3 -0.1 0.0 -0.055

***

11
Properties=species:S:1:pos:R:3:forces:R:3:nbo_charge:R:1 method="wB97M-V/def2-TZVPD" gap_ev="7.86 / 7.49" e_homo_ha="-0.3365 / -0.3029" total_charge=0 e_lumo_ev="-1.30 / -0.75"
C -1.1274 -1.0833 -0.0761 -1.1 2.1 -0.7 -0.387
C 1.3328 1.6809 -0.0925 1.6 3.9 1.3 -0.443
C 0.0875 -0.4513 0.0647 3.5 -1.2 -0.4 -0.177
C -1.5311 -2.3308 -0.4748 -0.1 1.8 -0.2 -0.020
C 0.2815 1.0046 0.1560 -3.2 -2.7 1.1 0.342
F -0.7729 1.6371 0.7247 -0.4 0.1 -0.1 -0.340
H -1.1526 -3.1894 -0.0155 0.6 -1.5 0.6 0.140
H -1.8342 -0.2072 -0.1913 -0.2 -1.3 0.2 0.241
H 2.1900 1.2226 -0.4326 1.7 -0.8 -0.9 0.212
H 1.3965 2.7202 0.3578 -0.1 -1.3 -1.1 0.226
H 1.1299 -1.0032 -0.0205 -2.4 0.9 0.1 0.207

***

11
Properties=species:S:1:pos:R:3:forces:R:3:nbo_charge:R:1 method="wB97M-V/def2-TZVPD" gap_ev=10.71 e_homo_ha=-0.3573 total_charge=0 e_lumo_ev=0.99
C 2.5360 -0.8727 -0.3441 -2.0 2.1 0.4 -0.265
C 1.4924 -0.3170 0.0068 2.2 -0.6 0.5 0.009
C 0.3361 0.3291 0.7247 -0.9 -2.4 -3.2 -0.501
C -0.8135 0.5668 -0.2998 0.5 2.8 0.2 -0.262
C -1.9099 -0.1446 -0.4623 0.4 1.1 0.4 0.225
F -2.1028 -1.2476 0.2431 -0.4 -1.0 0.1 -0.330
H 3.5353 -0.9358 -0.7486 -0.6 -0.5 0.1 0.243
H 0.5761 1.1853 1.2807 0.6 1.3 0.3 0.243
H -0.0217 -0.4028 1.4161 -0.3 -0.5 0.6 0.246
H -0.8641 1.5983 -0.8116 0.4 -1.9 0.6 0.217
H -2.7639 0.2411 -1.0050 0.0 -0.5 -0.2 0.176

***

15
Properties=species:S:1:pos:R:3:forces:R:3:nbo_charge:R:1 method="wB97M-V/def2-TZVPD" gap_ev=9.54 e_homo_ha=-0.3219 total_charge=0 smiles="NC1(F)C=C(F)NC(F)=C1" e_lumo_ev=0.79
N -2.0714 -0.2445 -0.6296 -1.1 -0.2 0.5 -0.836
C -1.0287 -0.0204 0.2849 2.8 -1.7 0.8 0.470
F -1.6133 0.0434 1.6708 0.8 -0.2 -1.5 -0.429
C -0.2276 1.2471 0.1197 -3.2 1.5 -0.2 -0.389
C 1.0712 1.3154 -0.0485 1.1 -0.3 -0.3 0.586
F 1.7513 2.4502 -0.1647 0.0 0.1 -0.1 -0.299
N 1.8703 0.2048 -0.1827 3.3 0.5 -1.0 -0.641
C 1.3172 -0.9925 -0.1445 -1.5 -2.3 1.4 0.545
F 2.2123 -1.9981 -0.2285 0.2 0.4 -0.2 -0.321
C 0.0718 -1.2720 0.1900 -3.1 -0.2 1.0 -0.382
H -2.4747 -1.1695 -0.3287 -0.1 1.6 -0.8 0.385
H -2.7736 0.5469 -0.6977 1.1 -1.5 0.4 0.383
H -0.8641 2.2028 0.0422 1.3 -1.5 0.4 0.240
H 2.9021 0.0674 -0.3640 -1.6 1.6 0.3 0.447
H -0.1430 -2.3810 0.4814 0.0 2.4 -0.8 0.243

***

18
Properties=species:S:1:pos:R:3:forces:R:3:nbo_charge:R:1 method="wB97M-V/def2-TZVPD" gap_ev=8.66 e_homo_ha=-0.3086 total_charge=0 e_lumo_ev=0.27
C 0.3273 1.6019 1.4201 -1.3 3.0 2.7 -0.150
C -0.3281 -1.2725 -1.7456 -0.4 -1.2 1.4 0.268
C 1.7770 0.0840 0.3722 0.2 -2.2 -1.2 -0.302
C 2.1231 -1.3763 0.3237 0.3 2.1 1.7 0.980
C 2.3627 1.0240 -0.5172 2.3 2.6 -1.0 0.953
N 0.9145 0.4894 1.3086 0.8 -1.5 0.8 -0.327
O -0.5836 -0.9746 -0.6003 -0.4 0.5 -1.0 -0.528
F 1.1822 -2.0254 0.9699 -2.1 -1.6 0.0 -0.323
F 2.3290 -1.8636 -0.9008 0.3 -0.3 0.6 -0.305
F 3.1589 -1.6569 1.1741 1.5 0.0 -1.1 -0.346
F 1.5821 1.8530 -1.2744 -0.8 -0.3 0.5 -0.342
F 3.1367 1.9621 0.2107 -0.6 -0.4 -0.2 -0.370
F 3.2280 0.5360 -1.4312 -0.3 -0.7 0.7 -0.312
H 0.3814 2.4322 0.7437 0.3 -0.3 -0.6 0.217
H 0.0236 1.8686 2.4693 -0.3 -0.5 -1.4 0.189
H -0.4505 -0.5614 -2.5774 0.2 -0.2 -0.1 0.132
H -0.0093 -2.3448 -1.8821 -0.1 0.9 -0.8 0.125
H 0.7446 -0.1327 2.1158 0.3 0.1 -0.8 0.441

***

16
Properties=species:S:1:pos:R:3:forces:R:3:nbo_charge:R:1 method="wB97M-V/def2-TZVPD" gap_ev="6.18 / 4.93" e_homo_ha="-0.1106 / -0.0802" total_charge=-1 e_lumo_ev="3.17 / 2.74"
C -0.3752 2.0531 -0.4411 0.2 0.8 0.8 0.790
C -2.1977 0.6317 0.2909 0.9 -1.2 1.2 -0.502
C 0.4780 -0.2847 -0.3023 0.7 -0.7 3.1 -0.130
C 1.0661 -1.3777 0.2388 0.1 0.5 -1.3 0.358
C 0.6044 1.1215 0.1872 -2.5 -2.8 3.0 -0.565
N 1.2548 -2.6070 -0.4219 -1.7 -1.0 -1.3 0.450
O -1.6641 1.7060 -0.4799 1.1 1.6 -0.6 -0.521
O 0.0231 3.1758 -0.6930 -0.7 0.1 -0.8 -0.635
O 1.8030 -3.5391 0.1627 0.4 0.3 0.2 -0.438
O 0.7273 -2.7577 -1.5424 0.5 0.4 0.4 -0.464
F 1.6840 -1.4427 1.3855 0.5 0.8 1.9 -0.307
H -2.1514 0.8552 1.4067 0.1 0.1 -1.1 0.112
H -3.2336 0.5614 -0.0084 -0.2 -0.1 -0.2 0.139
H 0.1463 -0.4202 -1.2326 -1.4 -0.6 -3.5 0.226
H 1.6576 1.2676 0.1569 0.6 1.5 0.0 0.241
H 0.1771 1.0567 1.2927 1.5 0.4 -1.7 0.248

***

13
Properties=species:S:1:pos:R:3:forces:R:3:nbo_charge:R:1 method="wB97M-V/def2-TZVPD" gap_ev=10.00 e_homo_ha=-0.3456 total_charge=0 smiles="O=C1C[C@@]2(F)C[C@@H]2O1" e_lumo_ev=0.59
O -1.2724 -1.5109 -2.1315 -0.1 -0.2 -0.4 -0.505
C -0.7860 -0.9577 -1.2268 0.7 1.0 2.4 0.818
C -0.8054 0.6231 -0.7341 -2.9 0.8 -2.4 -0.546
C 0.4552 0.5464 -0.0766 1.6 1.4 2.2 0.310
F 1.3709 0.3310 -1.0907 0.4 -0.7 0.2 -0.345
C 1.1728 0.4459 1.2514 -2.6 1.6 1.0 -0.415
C 0.2220 -0.6847 0.9027 0.4 -1.1 -2.7 0.001
O 0.0091 -1.6471 -0.2074 0.3 0.4 0.1 -0.514
H -1.0038 1.3519 -1.6353 0.9 -1.6 1.5 0.247
H -1.6521 0.7990 -0.0518 0.3 -0.3 -0.1 0.247
H 2.2328 0.4501 1.3403 0.7 0.0 -0.4 0.252
H 0.6420 1.1184 2.0897 1.2 -2.0 -1.7 0.254
H -0.5849 -0.8654 1.5700 -0.8 0.7 0.3 0.196

***

26
Properties=species:S:1:pos:R:3:forces:R:3:lowdin_spin:R:1 method="wB97M-V/def2-TZVPD" gap_ev="9.87 / 4.46" e_homo_ha="-0.3633 / -0.3608" spin_multiplicity=2 total_charge=0 e_lumo_ev="-0.02 / -5.36"
Hf -0.1076 -0.0749 0.0267 -1.1 -3.8 -0.4 -0.039
O -3.6408 0.6432 -2.1324 -0.5 -0.4 -0.7 0.001
C -2.5488 0.2431 -1.5401 1.8 1.3 0.2 0.001
O -2.5122 0.0385 -0.3430 -1.2 -1.0 6.0 0.012
O -1.4273 0.2571 -2.0261 3.8 0.1 -3.4 0.007
H -4.2668 0.5562 -1.4099 -0.9 0.2 0.0 0.000
O 0.4680 -4.0640 -1.3678 -0.3 0.9 -0.7 0.000
C 0.1956 -2.7887 -1.1486 -2.0 2.9 3.6 0.000
O -0.7802 -2.4020 -0.4416 -2.1 -1.3 1.1 -0.001
O 0.8994 -1.7898 -1.3761 3.8 1.5 -2.2 -0.001
H 1.1424 -4.0151 -2.0492 0.6 -0.5 -0.3 0.000
O -0.1229 -2.2479 3.6690 0.2 -1.1 1.5 0.000
C -0.0705 -1.5363 2.6158 -1.5 3.1 -4.5 0.000
O -1.0737 -0.9382 2.1505 -2.5 1.0 0.0 0.014
O 0.9160 -1.3339 1.8751 3.4 -0.6 -0.9 0.006
H 0.7475 -2.6449 3.7489 0.4 -0.3 0.4 0.000
O 3.7949 1.5389 -1.2848 -1.7 -0.5 0.4 0.003
C 2.5493 1.1278 -0.9986 -0.7 -1.2 1.3 0.008
O 1.5146 1.4166 -1.6056 -1.1 1.5 -1.9 0.180
O 2.2766 0.3809 -0.0164 0.7 -0.7 1.7 0.178
H 3.6136 2.1760 -1.9797 0.5 0.4 -0.6 0.001
O -0.2191 4.0521 1.6180 0.1 -1.8 -0.5 0.004
C -0.1891 2.7984 1.1784 0.8 -0.6 2.2 0.016
O -0.6945 2.3845 0.1523 -1.9 0.0 -4.0 0.253
O 0.3085 1.8023 1.7596 1.5 -0.3 1.7 0.357
H -0.7732 4.4201 0.9258 -0.4 1.2 -0.2 0.001

***

17
Properties=species:S:1:pos:R:3:forces:R:3:lowdin_spin:R:1 method="wB97M-V/def2-TZVPD" gap_ev="7.96 / 6.51" e_homo_ha="-0.6887 / -0.6887" spin_multiplicity=2 total_charge=+2 e_lumo_ev="-10.78 / -12.23"
C 3.2322 -0.4706 1.1889 1.3 -0.5 0.2 0.140
C 2.0158 -1.2076 0.3070 -2.4 3.1 -3.0 0.152
O 1.2969 -1.9812 1.0416 4.9 -1.8 0.0 0.172
O 4.3262 -0.4722 0.7660 -1.2 0.3 0.3 0.423
H 2.9117 -0.2328 2.2243 0.1 0.3 -0.2 0.060
H 2.5143 -1.6765 -0.5549 0.2 0.0 0.4 0.009
C -1.4053 0.1308 -0.1511 -4.3 2.7 1.3 0.002
C -2.2337 0.3231 -1.4168 1.4 -0.2 -0.8 0.000
O -2.2024 1.7312 -1.5761 0.1 -0.6 -0.6 0.000
C -1.6882 2.3273 -0.5110 -1.6 2.9 0.0 0.000
O -1.2307 1.3475 0.3734 1.9 -2.3 0.2 0.003
O -1.7565 3.4691 -0.2191 0.7 -1.4 -0.3 0.000
O -1.5648 -0.8221 0.6178 -1.9 1.8 -2.5 0.001
H -3.2628 -0.0338 -1.2760 0.3 -0.1 0.2 0.000
H -1.7684 -0.1819 -2.2716 -0.3 0.2 -0.1 0.000
Hg -0.4803 -2.0175 1.6125 -1.6 -2.6 3.6 0.010
H 1.2959 -0.2329 -0.1550 2.5 -1.9 1.2 0.027

***

15
Properties=species:S:1:pos:R:3:forces:R:3:nbo_charge:R:1 method="wB97M-V/def2-TZVPD" gap_ev=6.53 e_homo_ha=-0.1338 total_charge=-1 e_lumo_ev=2.89
C 0.5829 -1.2177 0.0926 1.3 -0.5 -2.2 0.257
C -1.0118 2.8849 0.6452 -0.4 0.6 -0.1 1.036
C -1.6158 -0.0895 -0.5924 2.6 1.2 0.0 -0.287
C 2.0196 -0.7029 0.1526 1.6 -1.8 -0.1 -0.658
C -0.2179 -0.1784 -0.5223 -1.7 0.0 0.2 -0.479
N 0.3988 -2.4860 0.2227 0.3 0.5 0.3 -0.702
O -0.2336 3.2474 -0.1016 2.6 0.6 -2.1 -0.548
O -1.7206 2.8019 1.5328 -1.9 -0.8 2.5 -0.544
S -2.3590 1.3328 -1.0863 -1.0 -0.2 -0.6 -0.328
I -2.8559 -1.6322 0.1392 -0.3 -0.3 0.1 0.059
H 2.7155 -1.6240 0.4119 -1.2 1.9 -0.8 0.213
H 2.0849 -0.0416 1.0207 0.4 0.5 -0.5 0.211
H 2.3085 -0.2193 -0.9011 -0.5 -0.9 2.6 0.216
H 0.4273 0.6620 -0.9096 -1.4 -0.7 0.4 0.224
H -0.5229 -2.7374 -0.1043 -0.4 -0.1 0.2 0.330

***

12
Properties=species:S:1:pos:R:3:forces:R:3:lowdin_charge:R:1 method="wB97M-V/def2-TZVPD" gap_ev="6.75 / 7.77" e_homo_ha="-0.6816 / -0.6817" total_charge=+2 e_lumo_ev="-11.79 / -10.78"
C 0.4808 -3.9758 2.2485 0.1 -0.3 0.8 -0.041
C 0.2522 -3.7920 0.9317 -0.1 -0.2 -0.9 -0.068
H 1.4351 -3.7501 2.7320 -0.1 -0.1 -0.2 0.111
H -0.2895 -4.4074 2.8949 0.2 0.0 -0.2 0.109
H -0.7055 -4.0711 0.4811 0.2 -0.1 0.1 0.113
H 1.0070 -3.4307 0.2293 0.0 -0.2 0.3 0.092
C 2.9084 -1.0570 -1.8039 -1.0 0.8 3.9 0.391
C 2.0727 -0.6339 -0.8293 0.2 -0.6 -2.1 0.013
H 3.8208 -1.5083 -1.3668 0.3 -0.1 -1.4 0.115
C 1.0682 -0.5645 -0.0760 -0.1 0.1 -0.3 -0.077
O 0.0935 -0.5933 0.6891 3.4 4.6 -6.0 -0.108
In -0.4816 -1.7025 1.9779 -3.1 -3.8 6.1 1.349

***

11
Properties=species:S:1:pos:R:3:forces:R:3:nbo_charge:R:1 method="wB97M-V/def2-TZVPD" gap_ev=10.79 e_homo_ha=-0.3586 total_charge=0 e_lumo_ev=1.03
C -0.3067 1.2803 0.1315 -0.1 0.1 0.1 -0.163
C -1.3141 0.4183 0.3049 0.1 0.1 0.0 -0.196
C -0.5516 -0.7170 -0.3336 -0.3 -0.1 -0.3 -0.080
N 0.2393 -1.5816 0.5958 0.3 0.2 -0.1 -0.370
C 1.2413 -0.7982 0.4433 0.1 -0.2 0.2 0.100
C 0.6529 0.2666 -0.4680 0.1 0.0 -0.2 -0.344
H -0.2003 2.3467 0.3001 0.1 -0.2 0.2 0.209
H -2.2716 0.4706 0.8139 0.1 0.0 -0.2 0.216
H -0.9403 -1.2382 -1.2069 -0.1 0.0 0.1 0.218
H 2.2496 -0.9755 0.8164 -0.1 0.2 0.2 0.186
H 1.2197 0.5346 -1.3620 -0.3 -0.2 0.0 0.223

***

11
Properties=species:S:1:pos:R:3:forces:R:3:nbo_charge:R:1 method="wB97M-V/def2-TZVPD" gap_ev=9.62 e_homo_ha=-0.3413 total_charge=0 e_lumo_ev=0.33
C 1.4848 -0.4654 1.3870 1.4 0.3 0.6 0.180
C 0.6220 0.6051 -0.7020 1.5 -1.8 0.7 -0.478
C -1.8157 -0.5551 0.1376 -0.3 -2.0 -1.2 -0.268
C 1.7550 0.4001 0.4268 -3.7 -0.2 -1.3 -0.560
C -0.4337 -0.1939 -0.0990 -2.0 0.2 0.3 0.264
N -0.5353 -0.8573 0.9580 -0.1 0.2 -0.8 -0.288
H 0.2091 1.5444 -1.0776 0.7 0.2 0.4 0.256
H 0.9873 -0.0108 -1.5505 -0.2 0.6 0.0 0.257
H -2.5598 0.0413 0.5727 -0.4 1.5 0.9 0.188
H -2.3857 -1.3752 -0.3812 1.3 0.4 0.3 0.188
H 2.6721 0.8667 0.3282 1.8 0.7 0.0 0.263

***

11
Properties=species:S:1:pos:R:3:forces:R:3:nbo_charge:R:1 method="wB97M-V/def2-TZVPD" gap_ev=9.73 e_homo_ha=-0.3266 total_charge=0 e_lumo_ev=0.84
H 1.8621 1.2995 1.1392 2.1 0.1 -0.3 0.347
N 0.8883 1.2528 1.1850 -3.4 -1.5 -1.0 -0.612
C 0.4038 0.5121 0.2691 -2.1 0.3 -0.5 0.362
C 1.1370 -0.1585 -0.9169 -3.0 0.7 1.3 -0.685
C -1.3571 0.1464 0.1771 5.0 0.2 0.5 -0.062
C -2.6322 0.0673 -0.3751 -0.7 -0.4 -0.1 -0.068
C -2.1633 -0.7815 0.6832 0.7 1.9 -0.3 -0.203
H 0.8590 -1.1682 -1.0383 -0.6 -1.2 -0.1 0.229
H 0.9649 0.3368 -1.8337 -0.9 0.7 -1.0 0.240
H 2.1384 -0.1313 -0.8400 3.7 0.2 1.0 0.217
H -2.1010 -1.3753 1.5504 -0.7 -1.2 0.4 0.235

***

Results for E: -7095.94867; -804.07961; -879.18889; -943.05371; -1478.56259; -293.17993; -293.26660; -602.58184; -922.62150; -648.93622; -443.71145; -1370.30778; -797.46587; -1094.68867; -457.90738; -248.15667; -248.03349; -248.06077 (in a.u., following the order of the records).